Below is an isolated molecule of C2H6O2 in a non-equilibrium geometry, with properties calculated with ωB97M-V with the def2-TZVPD basis set.

Structure (XYZ):
```
10
Properties=species:S:1:pos:R:3:forces:R:3:lowdin_charge:R:1
O -1.6708 -0.4600 -0.0362 0.2 0.4 -0.2 -0.14
C -0.6194 0.5678 -0.3268 0.9 -3.4 -0.1 -0.17
C 0.6632 0.2799 0.5184 -2.3 -2.9 -0.5 -0.28
O 1.7076 -0.2790 -0.2543 -1.2 -5.6 -0.6 -0.14
H -2.0865 -0.5673 0.8734 1.5 1.1 -1.5 0.11
H -0.9454 1.5180 -0.1721 -1.4 2.7 0.9 0.06
H -0.3659 0.5504 -1.4464 -0.5 -0.7 1.6 0.14
H 0.2819 -0.3792 1.3939 0.9 0.7 -1.3 0.14
H 1.1170 1.0864 0.9519 0.7 2.6 1.0 0.07
H 1.4416 -1.3832 -0.4260 1.2 5.1 0.6 0.22
```
Forces are in eV/Å.

Computed properties:
ΔE to the lowest compared entry with this formula, charge and spin: 197.7 kJ/mol
Multiplicity: 1
HOMO-LUMO gap: 10.85 eV
Net charge: 0
LUMO: 0.8 eV

***

Below is a cluster of 2 separate species, C2H6O2S2 in total in a non-equilibrium geometry, with properties calculated with ωB97M-V with the def2-TZVPD basis set.

Structure (XYZ):
```
12
Properties=species:S:1:pos:R:3:forces:R:3:lowdin_charge:R:1
O -1.7587 1.4023 0.2818 0.0 0.5 2.5 0.08
C -1.7364 1.0996 -0.8417 0.1 -1.7 -3.7 -0.41
O -2.0121 -0.1946 -1.3390 0.4 0.9 2.2 -0.03
H -1.4613 1.7961 -1.6858 -0.4 -0.8 0.5 0.15
H -2.0270 -0.7826 -0.5137 -0.2 1.1 -1.6 0.13
C 0.8959 -1.2303 0.9838 1.4 3.1 -0.2 -0.44
S 1.1944 -0.6746 -0.7340 -0.3 -0.7 -0.1 0.35
S 2.5394 0.8254 -0.4395 0.5 -0.4 -0.1 0.33
H 1.8604 -1.2928 1.4597 0.4 -0.3 0.2 0.02
H 0.3842 -2.1219 1.0591 -1.2 -1.9 -0.1 0.00
H 0.3867 -0.3907 1.4744 -0.3 -0.5 0.0 0.03
H 1.7346 1.5641 0.2950 -0.4 0.7 0.3 -0.21
```
Forces are in eV/Å.

Computed properties:
ΔE to the lowest compared entry with this formula, charge and spin: 46.8 kJ/mol
Multiplicity: 1
HOMO-LUMO gap: 9.32 eV
Net charge: 0
LUMO: 0.5 eV

***

Below is a cluster of 2 separate species, C2H6O2S2 in total in a non-equilibrium geometry, with properties calculated with ωB97M-V with the def2-TZVPD basis set.

Structure (XYZ):
```
12
Properties=species:S:1:pos:R:3:forces:R:3:lowdin_charge:R:1
C 0.9566 -1.3277 -0.9620 -0.6 -0.3 1.1 -0.32
S -0.5141 -0.9331 0.0620 0.0 -0.3 -0.6 0.66
S -1.8470 -0.4566 -1.3803 0.4 -0.4 0.4 0.61
H 0.5951 -1.9735 -1.7576 0.2 0.5 -0.5 0.05
H 1.5333 -1.9705 -0.3005 0.2 0.1 0.2 0.06
H 1.5041 -0.4106 -1.1440 0.1 -0.1 -0.6 0.06
H -2.8513 -0.9623 -0.6401 -0.3 0.3 0.0 -0.11
O 1.4508 0.3880 1.9112 -0.6 -1.1 -0.6 0.05
C 1.6246 1.4967 1.4967 1.2 0.7 1.6 -0.39
O 0.9780 2.0883 0.5219 0.1 0.5 -0.6 0.11
H 2.3614 2.1511 1.9831 -0.1 0.2 -0.3 0.16
H 0.3667 1.4453 0.1642 -0.6 -0.1 -0.3 0.04
```
Forces are in eV/Å.

Computed properties:
ΔE to the lowest compared entry with this formula, charge and spin: 0.0 kJ/mol
⟨S²⟩: 0.75
Multiplicity: 2
HOMO-LUMO gap (alpha / beta): 9.89 / 6.32 eV
Net charge: +1
LUMO (alpha / beta): -4.8 / -8.4 eV

***

Below is a cluster of 2 separate species, C2H6O2Si in total in a non-equilibrium geometry, with properties calculated with ωB97M-V with the def2-TZVPD basis set.

Structure (XYZ):
```
11
Properties=species:S:1:pos:R:3:forces:R:3:lowdin_charge:R:1
C -2.3401 1.1171 0.4503 2.4 0.4 -0.6 0.07
C 1.4445 -0.2835 0.7215 0.5 0.9 -1.4 -0.19
O 1.3497 -0.7056 -2.1658 2.0 1.6 -1.7 -0.22
O 0.4860 -1.8521 -1.8767 -1.0 -2.6 -0.1 -0.22
Si 0.3868 -0.5782 -0.8834 -1.0 1.3 3.0 0.58
H -1.3699 1.6137 0.1991 -1.2 0.0 0.4 -0.03
H -2.8924 0.7610 -0.3601 -1.1 0.0 -1.4 -0.05
H -2.3129 0.4067 1.2241 0.0 -0.5 1.4 -0.04
H 1.8961 0.6977 0.3542 -0.6 -0.7 0.8 0.04
H 1.0603 -0.2191 1.7583 0.1 -0.1 -0.9 0.03
H 2.2920 -0.9577 0.5786 -0.1 -0.3 0.4 0.02
```
Forces are in eV/Å.

Computed properties:
ΔE to the lowest compared entry with this formula, charge and spin: 682.2 kJ/mol
Multiplicity: 1
HOMO-LUMO gap (alpha / beta): 8.25 / 8.20 eV
Net charge: 0
LUMO (alpha / beta): -1.4 / -0.4 eV

***

Below is a cluster of 2 separate species, C2H6O3 in total, with properties calculated with ωB97M-V with the def2-TZVPD basis set.

Structure (XYZ):
```
11
Properties=species:S:1:pos:R:3:forces:R:3:lowdin_charge:R:1
O 2.5567 -0.4652 0.2395 0.0 -0.6 0.1 0.07
C 2.3368 0.6896 0.0427 -0.1 0.7 -0.3 -0.40
O 1.1187 1.2553 0.0752 0.9 -0.3 -0.2 0.07
H 3.1117 1.4124 -0.2337 0.0 0.2 0.2 0.14
H 0.5104 0.5058 0.1646 -0.7 0.3 0.3 0.06
C -1.6072 -0.7357 -0.3707 -0.6 0.3 -0.1 -0.13
O -1.5186 0.3748 0.5364 0.3 -0.5 -0.2 -0.13
H -2.4309 -0.5275 -1.0539 0.0 -0.1 -0.1 0.08
H -1.8262 -1.6724 0.1383 0.1 0.0 0.1 0.08
H -0.6986 -0.8512 -0.9606 0.1 0.0 0.1 0.07
H -1.5529 0.0141 1.4222 0.0 0.1 0.3 0.08
```
Forces are in eV/Å.

Computed properties:
ΔE to the lowest compared entry with this formula, charge and spin: 112.0 kJ/mol
Multiplicity: 1
HOMO-LUMO gap: 11.50 eV
Net charge: 0
LUMO: 0.7 eV

***

Below is a cluster of 2 separate species, C2H6O3 in total in a non-equilibrium geometry, with properties calculated with ωB97M-V with the def2-TZVPD basis set.

Structure (XYZ):
```
11
Properties=species:S:1:pos:R:3:forces:R:3:lowdin_charge:R:1
O -1.2297 0.3292 -1.6335 1.4 -0.4 0.4 0.04
C -1.1469 -0.8758 -1.7252 -3.3 1.0 -0.2 -0.41
O -0.4682 -1.7427 -1.0136 0.3 -0.1 0.5 0.09
H -1.9968 -1.3221 -2.2888 1.1 -0.7 -0.5 0.14
H -0.1935 -1.3255 -0.1686 0.6 0.3 -0.1 0.09
C 0.8606 1.1638 0.9224 -0.3 -0.8 0.8 -0.10
O 0.7287 -0.2654 1.1639 0.1 0.2 -0.5 -0.15
H 0.5944 1.6227 1.8910 0.2 0.5 -0.8 0.09
H 1.8781 1.4060 0.6094 -0.1 0.0 0.1 0.08
H 0.1529 1.4043 0.1367 0.0 0.2 0.0 0.06
H 0.8204 -0.3943 2.1062 0.0 -0.3 0.1 0.07
```
Forces are in eV/Å.

Computed properties:
ΔE to the lowest compared entry with this formula, charge and spin: 127.4 kJ/mol
Multiplicity: 1
HOMO-LUMO gap: 11.10 eV
Net charge: 0
LUMO: 0.7 eV

***

Below is a cluster of 2 separate species, C2H6O3S in total in a non-equilibrium geometry, with properties calculated with ωB97M-V with the def2-TZVPD basis set.

Structure (XYZ):
```
12
Properties=species:S:1:pos:R:3:forces:R:3:lowdin_charge:R:1
O 1.1761 -1.3937 -0.6562 -0.5 -0.5 -1.2 -0.13
C 1.7280 -0.3158 0.0425 -0.4 -1.5 1.3 -0.45
S 0.4826 1.0383 0.4436 2.0 -0.4 1.1 0.92
O 0.1964 1.7402 -0.9841 -1.8 0.3 -0.4 -0.45
H 0.5041 -1.9038 -0.1654 0.6 0.8 0.0 0.09
H 2.6359 0.0171 -0.4947 -0.9 0.2 0.0 0.10
H 2.0967 -0.8450 0.9846 -0.4 1.8 -0.3 0.11
H -0.8226 1.7799 -1.1118 1.8 -0.8 0.1 0.08
C -1.8679 0.0374 0.5072 -2.2 0.0 -2.5 -0.26
O -2.0253 0.2850 -0.7066 0.0 0.2 2.0 -0.14
H -2.4481 0.5194 1.3186 0.7 1.0 -0.2 0.09
H -1.6557 -0.9589 0.8224 1.1 -1.1 0.2 0.05
```
Forces are in eV/Å.

Computed properties:
ΔE to the lowest compared entry with this formula, charge and spin: 275.8 kJ/mol
Multiplicity: 1
HOMO-LUMO gap: 9.50 eV
Net charge: 0
LUMO: 0.5 eV

***

Below is a structure of composition C2H6O6P in a non-equilibrium geometry, with properties calculated with ωB97M-V with the def2-TZVPD basis set.

Structure (XYZ):
```
15
Properties=species:S:1:pos:R:3:forces:R:3:lowdin_charge:R:1
O -0.8192 -0.3508 -1.4849 -0.7 -0.3 -0.6 -0.29
O -2.7208 -0.9166 0.2001 -1.6 1.4 -0.8 -0.15
O -0.4000 -0.7915 1.0464 -10.5 -2.4 -0.4 -0.15
O -1.0958 -2.6904 -0.3783 -0.6 -1.0 -1.9 -0.13
P -1.2154 -1.1045 -0.2857 2.5 1.0 3.8 0.25
H -3.0328 0.0079 0.0052 0.6 -1.4 0.3 0.10
H 0.5452 -0.5700 0.8281 0.2 0.6 0.0 -0.31
H -1.2859 -2.9965 -1.3057 0.3 0.4 1.3 0.10
O 1.5180 -0.4425 0.6089 9.8 0.7 -1.6 0.08
O 3.2311 1.0405 0.4023 -1.7 -1.1 0.0 -0.06
C 2.0191 0.6917 0.3764 1.6 2.5 -0.4 -0.61
C 1.0027 1.8202 0.0490 -0.3 -0.1 -0.2 -0.02
H 0.6978 2.3038 0.9922 0.1 -0.1 -0.3 0.07
H 1.4524 2.5832 -0.6083 0.0 -0.4 0.4 0.07
H 0.1036 1.4156 -0.4455 0.4 0.2 0.3 0.04
```
Forces are in eV/Å.

Computed properties:
ΔE to the lowest compared entry with this formula, charge and spin: 90.6 kJ/mol
Multiplicity: 1
HOMO-LUMO gap: 8.22 eV
Net charge: -1
LUMO: 3.3 eV

***

Below is a cluster of 2 separate species, C2H6OS in total in a non-equilibrium geometry, with properties calculated with ωB97M-V with the def2-TZVPD basis set.

Structure (XYZ):
```
10
Properties=species:S:1:pos:R:3:forces:R:3:lowdin_charge:R:1
C 1.3165 -0.5647 0.7521 -2.6 2.0 -2.2 0.04
C -0.3950 0.5736 -0.2360 2.7 -2.1 1.7 -0.66
O -1.4288 0.4530 0.6381 -0.5 0.1 0.2 -0.11
S -0.5955 -0.2002 -1.8308 0.2 0.0 0.2 0.71
H 2.1648 -0.0019 0.4054 0.3 0.0 0.1 0.00
H 1.2043 -1.5383 0.3149 0.0 -0.4 0.0 -0.01
H 1.0568 -0.4558 1.7854 -0.1 0.0 0.3 0.00
H -0.0142 1.5848 -0.2533 -0.1 0.0 0.0 0.07
H -1.7310 -0.4659 0.6625 0.1 0.2 -0.1 0.09
H -1.5779 0.6155 -2.2384 -0.1 0.0 -0.1 -0.14
```
Forces are in eV/Å.

Computed properties:
ΔE to the lowest compared entry with this formula, charge and spin: 202.0 kJ/mol
Multiplicity: 1
HOMO-LUMO gap: 9.38 eV
Net charge: 0
LUMO: 0.8 eV

***

Below is an isolated molecule of C2H6OS in a non-equilibrium geometry, with properties calculated with ωB97M-V with the def2-TZVPD basis set.

Structure (XYZ):
```
10
Properties=species:S:1:pos:R:3:forces:R:3:lowdin_charge:R:1
C -0.9527 -0.3764 -0.5039 0.1 0.4 0.0 -0.13
C 0.1550 0.3073 0.2612 0.0 -2.3 3.9 -0.83
O 0.1726 1.6448 0.0041 0.1 0.8 -0.3 -0.08
S 1.8111 -0.4576 -0.1166 -0.1 0.5 -0.2 0.71
H -1.0911 -1.3951 -0.1563 0.0 -0.1 0.0 0.07
H -0.7143 -0.3877 -1.5654 0.0 0.0 -0.1 0.08
H -1.8751 0.1806 -0.3596 -0.2 0.0 0.1 0.08
H 0.0039 0.0380 1.5361 0.3 1.0 -3.5 0.16
H 0.9316 2.0679 0.4252 -0.1 -0.1 0.0 0.09
H 1.5589 -1.6218 0.4753 -0.1 -0.2 0.2 -0.15
```
Forces are in eV/Å.

Computed properties:
ΔE to the lowest compared entry with this formula, charge and spin: 20.6 kJ/mol
Multiplicity: 1
HOMO-LUMO gap: 9.88 eV
Net charge: 0
LUMO: 0.8 eV

***

no.,electronic energy (eV)
1,-6264.2062
2,-27936.4272
3,-27928.1263
4,-14138.0264
5,-8313.3468
6,-8313.1874
7,-19146.1446
8,-23749.5360
9,-15051.3382
10,-15053.2187